No. 1
A molecular structure, C27H19F5NO3PPt in a non-equilibrium geometry, computed with ωB97M-V/def2-TZVPD.

Computed properties:
Calculated total energy ... -62061.446 eV
Frontier orbital gap (spin up / spin down) ... 7.272 / 7.290 eV
HOMO level (spin up / spin down) ... -6.96 / -8.59 eV
Maximum force ... 2.1 eV/Å
2S+1 ... 3

Structure (XYZ):
```
57
C27H19F5NO3PPt (ωB97M-V/def2-TZVPD)
Pt 0.202 -0.472 -1.767
O 4.306 -0.384 -1.914
C 3.275 -0.651 -1.324
O 2.219 -1.058 -1.903
C 3.267 -0.513 0.211
C 4.538 -0.439 0.847
C 4.633 -0.408 2.213
C 3.535 -0.466 3.049
C 2.294 -0.510 2.454
C 2.152 -0.509 1.048
P 0.453 -0.420 0.475
C -0.301 0.943 1.424
C -0.984 0.690 2.618
C -1.542 1.726 3.312
C -1.402 3.021 2.848
C -0.792 3.289 1.620
C -0.251 2.217 0.926
C -0.461 -1.860 1.038
C -1.855 -1.988 0.814
C -2.582 -3.040 1.355
C -1.893 -3.985 2.144
C -0.533 -3.893 2.358
C 0.165 -2.783 1.888
H 5.451 -0.554 0.260
H 5.602 -0.326 2.696
H 3.610 -0.535 4.133
H 1.439 -0.556 3.086
H -1.078 -0.314 3.023
H -2.070 1.452 4.227
H -1.777 3.852 3.429
H -0.709 4.296 1.207
H 0.208 2.408 -0.051
H -2.394 -1.310 0.159
H -3.638 -3.237 1.183
H -2.427 -4.854 2.513
H -0.014 -4.690 2.908
H 1.231 -2.705 2.101
C 1.356 3.275 -3.915
C 1.536 1.861 -3.387
N 2.471 1.056 -3.868
O 0.865 1.540 -2.368
H 0.971 3.311 -4.989
H 2.327 3.829 -3.814
H 0.622 3.797 -3.337
H 2.790 1.261 -4.812
H 2.549 0.117 -3.498
F -1.916 -2.435 -2.846
C -2.506 -1.282 -2.537
C -1.751 -0.154 -2.262
C -2.444 1.007 -1.966
F -1.811 2.188 -1.728
C -3.812 1.076 -1.806
F -4.417 2.222 -1.447
C -4.517 -0.132 -1.903
F -5.808 -0.177 -1.638
C -3.840 -1.329 -2.253
F -4.544 -2.463 -2.233
```

=====

No. 2
A molecular structure, C27H20AsN3O9OsS2, computed with ωB97M-V/def2-TZVPD.

Computed properties:
Energy above the lowest of the compared OMol25 structures with the same formula, charge and spin ... 1.2 kcal/mol
Calculated total energy ... -136196.029 eV
Frontier orbital gap (spin up / spin down) ... 7.860 / 6.319 eV
HOMO level (spin up / spin down) ... -8.29 / -8.79 eV
Maximum force ... 0.5 eV/Å
2S+1 ... 5

Structure (XYZ):
```
63
C27H20AsN3O9OsS2 (ωB97M-V/def2-TZVPD)
Os -0.294 -0.632 -0.043
O 3.647 0.737 4.651
C 2.913 0.477 3.744
C 1.456 0.000 3.859
O 0.832 -0.159 4.873
C 0.990 -0.183 2.463
C 2.023 0.152 1.524
O 1.819 0.116 0.292
C 3.253 0.581 2.246
O 4.292 0.959 1.775
O -0.156 -0.528 2.080
C -0.831 4.968 -1.895
N -0.568 3.965 -0.891
C -0.366 4.200 0.522
C -0.173 2.774 1.047
O 0.060 2.493 2.200
N -0.306 1.902 -0.010
C -0.498 2.642 -1.105
N -0.578 2.104 -2.317
H -1.073 5.905 -1.398
H -1.693 4.681 -2.502
H 0.035 5.139 -2.539
H -1.233 4.666 0.997
H 0.522 4.800 0.724
H -0.461 1.106 -2.408
H -0.683 2.664 -3.143
O 1.153 -2.443 -0.162
S 0.097 -3.164 -0.925
O 0.504 -4.315 -1.657
O -1.101 -3.261 -0.094
S -0.452 -1.501 -2.173
C -4.350 3.165 -2.644
C -4.141 3.368 -1.287
C -3.689 2.327 -0.488
C -3.440 1.081 -1.052
C -3.657 0.874 -2.410
C -4.114 1.915 -3.203
As -2.740 -0.372 0.020
C -3.488 -0.114 1.764
C -3.043 0.733 2.766
C -3.737 0.759 3.969
C -4.845 -0.057 4.152
C -5.270 -0.923 3.155
C -4.586 -0.964 1.946
C -4.866 -1.881 0.818
C -5.885 -2.826 0.777
C -6.000 -3.666 -0.320
C -5.105 -3.586 -1.378
C -4.083 -2.647 -1.356
C -3.985 -1.799 -0.268
H -4.719 3.973 -3.262
H -4.348 4.335 -0.844
H -3.548 2.484 0.576
H -3.474 -0.099 -2.851
H -4.295 1.749 -4.257
H -2.151 1.334 2.636
H -3.399 1.401 4.772
H -5.373 -0.035 5.096
H -6.119 -1.570 3.332
H -6.580 -2.919 1.601
H -6.791 -4.405 -0.345
H -5.192 -4.267 -2.213
H -3.356 -2.604 -2.157
```

=====

No. 3
A molecular structure, C27H20BCl76FN2O6Si2 in a non-equilibrium geometry, computed with ωB97M-V/def2-TZVPD.

Computed properties:
Calculated total energy ... -1014439.320 eV
Frontier orbital gap ... 9.002 eV
HOMO level ... -9.25 eV
Maximum force ... 2.5 eV/Å

Structure (XYZ):
```
135
C27H20BCl76FN2O6Si2 (ωB97M-V/def2-TZVPD)
C 0.358 2.885 -0.824
C -0.270 3.521 -2.119
O 0.378 3.638 -3.121
O -1.588 3.973 -1.996
C -2.504 3.053 -2.608
O -2.533 3.083 -3.807
C -3.428 2.126 -1.783
Si -3.287 0.267 -2.252
N -4.937 -0.306 -2.622
C -2.688 -0.759 -0.771
N -3.764 -0.608 0.292
O -2.343 0.154 -3.675
Si -1.077 -1.003 -3.641
C 0.347 -0.569 -2.450
C 1.763 -1.156 -2.854
C 2.549 -1.678 -1.585
F 1.815 -2.798 -1.094
B -0.507 -1.244 -5.527
O 0.844 -1.400 -5.954
O -1.503 -1.236 -6.564
H 0.749 3.665 -0.124
H -0.484 2.347 -0.310
H 1.166 2.155 -1.068
H -4.489 2.453 -2.012
H -3.311 2.255 -0.670
H -4.933 -1.320 -2.517
H -5.218 -0.019 -3.558
H -1.756 -0.322 -0.303
H -2.604 -1.858 -0.953
H -3.672 -1.379 0.950
H -3.546 0.278 0.748
H -1.584 -2.339 -3.231
H 0.092 -1.040 -1.457
H 0.395 0.546 -2.286
H 1.615 -2.058 -3.500
H 2.343 -0.345 -3.375
H 3.556 -2.080 -1.861
H 2.630 -0.901 -0.789
H 1.229 -0.511 -5.960
H -1.681 -0.302 -6.764
C -2.305 0.141 3.696
Cl -2.566 1.444 2.518
Cl -3.010 0.604 5.252
Cl -3.087 -1.340 3.122
Cl -0.569 -0.151 3.879
C 2.683 -2.611 3.954
Cl 4.366 -3.164 3.944
Cl 2.628 -0.863 3.650
Cl 1.781 -3.455 2.684
Cl 1.951 -2.956 5.531
C 4.706 1.908 0.057
Cl 4.342 0.833 1.419
Cl 4.003 1.240 -1.429
Cl 4.001 3.512 0.370
Cl 6.463 2.054 -0.124
C -4.029 -3.203 6.486
Cl -4.441 -4.277 7.833
Cl -4.590 -3.923 4.966
Cl -4.809 -1.626 6.733
Cl -2.270 -2.983 6.418
C -7.709 2.736 -2.385
Cl -9.091 1.652 -2.169
Cl -8.254 4.418 -2.266
Cl -6.504 2.412 -1.123
Cl -6.979 2.464 -3.979
C 9.616 1.815 2.311
Cl 10.361 3.081 3.301
Cl 9.442 2.394 0.642
Cl 10.647 0.368 2.335
Cl 8.018 1.417 2.966
C 6.435 4.954 -3.484
Cl 5.439 4.515 -2.085
Cl 7.220 6.515 -3.184
Cl 7.672 3.709 -3.740
Cl 5.410 5.075 -4.925
C -2.327 6.609 -5.468
Cl -1.382 5.297 -4.754
Cl -3.904 5.982 -5.991
Cl -2.567 7.889 -4.260
Cl -1.464 7.275 -6.868
C -12.605 0.869 -3.863
Cl -14.350 0.910 -4.173
Cl -12.236 -0.450 -2.736
Cl -11.739 0.603 -5.387
Cl -12.092 2.409 -3.154
C -11.183 2.635 1.274
Cl -11.937 3.937 0.336
Cl -12.046 1.115 0.974
Cl -9.491 2.458 0.784
Cl -11.263 3.029 3.002
C -6.641 -5.820 10.890
Cl -7.737 -6.246 12.216
Cl -5.918 -4.232 11.205
Cl -5.359 -7.039 10.768
Cl -7.551 -5.762 9.368
C 14.078 0.737 -0.594
Cl 13.896 -0.829 -1.406
Cl 15.415 0.648 0.566
Cl 14.421 1.992 -1.800
Cl 12.577 1.133 0.266
C -6.977 -10.645 10.468
Cl -7.835 -9.440 9.490
Cl -7.666 -12.250 10.166
Cl -5.258 -10.649 10.030
Cl -7.148 -10.242 12.186
C 17.831 -1.845 3.255
Cl 17.560 -0.480 4.355
Cl 19.430 -1.691 2.507
Cl 17.747 -3.364 4.166
Cl 16.585 -1.840 1.994
C -7.571 -2.966 2.446
Cl -8.824 -1.932 1.740
Cl -6.462 -3.504 1.170
Cl -6.663 -2.057 3.667
Cl -8.327 -4.379 3.205
C -6.519 8.251 -3.121
Cl -5.751 9.470 -2.088
Cl -6.584 8.846 -4.789
Cl -5.576 6.753 -3.067
Cl -8.166 7.938 -2.540
C 8.209 -3.542 2.292
Cl 7.171 -3.930 3.678
Cl 9.008 -1.984 2.565
Cl 9.434 -4.807 2.096
Cl 7.217 -3.448 0.826
C 1.651 5.163 -8.068
Cl 3.223 4.495 -8.550
Cl 1.432 4.959 -6.323
Cl 1.596 6.888 -8.480
Cl 0.358 4.309 -8.930
C 11.108 -7.075 -1.260
Cl 11.230 -8.633 -2.096
Cl 12.534 -6.090 -1.633
Cl 9.646 -6.227 -1.798
Cl 11.020 -7.348 0.489
```

=====

No. 4
A single C27H20Cl2O3S molecule in a non-equilibrium geometry, computed with ωB97M-V/def2-TZVPD.

Computed properties:
Energy above the lowest of the compared OMol25 structures with the same formula, charge and spin ... 12.6 kcal/mol
Calculated total energy ... -70344.117 eV
Frontier orbital gap ... 9.084 eV
HOMO level ... -8.83 eV
Maximum force ... 4.5 eV/Å

Structure (XYZ):
```
53
C27H20Cl2O3S (ωB97M-V/def2-TZVPD)
O 2.250 -2.614 1.561
C 1.191 -2.332 1.009
C -0.040 -3.164 1.201
C -0.900 -3.450 0.122
C -2.190 -3.921 0.351
C -2.583 -4.209 1.662
C -1.653 -4.126 2.714
C -0.348 -3.689 2.463
C 1.033 -1.020 0.159
C 2.196 -0.064 0.458
C 2.237 0.610 1.674
C 3.291 1.494 1.950
C 4.311 1.672 1.011
C 4.264 0.992 -0.202
C 3.193 0.140 -0.496
S -0.631 -0.596 0.421
O -1.009 -0.582 1.813
O -1.454 -1.198 -0.605
C -0.188 1.014 -0.041
C 0.460 1.284 -1.394
C 1.272 2.423 -1.505
C 1.806 2.801 -2.730
C 1.487 2.050 -3.866
Cl 2.116 2.524 -5.389
C 0.662 0.917 -3.769
C 0.165 0.521 -2.521
C -1.598 1.637 0.063
C -2.140 1.821 1.360
C -3.513 1.938 1.537
C -4.357 1.835 0.413
Cl -6.028 1.608 0.644
C -3.817 1.875 -0.878
C -2.431 1.785 -1.051
H -0.515 -3.368 -0.893
H -2.887 -4.021 -0.489
H -3.617 -4.504 1.862
H -1.945 -4.378 3.740
H 0.420 -3.692 3.244
H 1.038 -1.272 -0.907
H 1.395 0.525 2.376
H 3.294 2.049 2.893
H 5.132 2.371 1.213
H 5.059 1.115 -0.941
H 3.128 -0.352 -1.467
H 0.409 1.421 0.780
H 1.515 2.993 -0.602
H 2.464 3.665 -2.801
H 0.424 0.351 -4.660
H -0.475 -0.358 -2.447
H -1.471 1.827 2.219
H -3.935 2.015 2.535
H -4.477 1.889 -1.741
H -2.006 1.747 -2.055
```

=====

The highest maximum force belongs to which entry?
C27H20Cl2O3S